(1)
A single C3H9NO molecule at a distorted geometry, computed with wB97M-V/def2-TZVPD.

Calculated total energy: -249.59019 a.u.
SMILES string: CNCOC
M: 75.1 u
Kohn-Sham gap: 9.703 eV
LUMO level: 1.11 eV
Energy relative to the best compared isomer or geometry (same formula, charge and spin): 77.5 kcal per mole
2S+1: 1

Geometry as XYZ:
```
14
C3H9NO wB97M-V/def2-TZVPD
C 2.476 0.308 -0.265
N 0.971 -0.272 -0.488
C 0.010 0.656 0.082
O -1.115 -0.128 0.669
C -2.325 -0.660 -0.005
H 3.280 -0.067 -0.852
H 2.380 1.425 -0.414
H 2.641 0.246 0.817
H 0.585 -1.103 -0.192
H 0.313 1.284 0.926
H -0.175 1.412 -0.663
H -2.144 -1.661 -0.542
H -2.707 0.200 -0.752
H -3.017 -0.641 0.869
```

---

(2)
11 unconnected molecules or ions with the total composition C33H77N11O11 at a distorted geometry, computed with wB97M-V/def2-TZVPD.

Calculated total energy: -2733.66274 a.u.
SMILES string: CNC(C)=O.CNC(C)=O.CNC(C)=O.CNC(C)=O.CNC(C)=O.CNC(C)=O.CNC(C)=O.CNC(C)=O.CNC(C)=O.CNC(C)=O.CNC(C)=O
M: 804.0 u
Kohn-Sham gap: 8.513 eV
LUMO level: -0.04 eV
Energy relative to the best compared isomer or geometry (same formula, charge and spin): 64.5 kcal per mole
2S+1: 1

Geometry as XYZ:
```
132
C33H77N11O11 wB97M-V/def2-TZVPD
C 1.929 0.497 -0.918
N 0.947 0.258 0.176
C -0.367 0.151 0.109
C -1.209 -0.059 1.332
O -0.931 0.215 -0.980
H 2.139 1.529 -1.196
H 1.516 0.005 -1.798
H 2.790 -0.073 -0.567
H 1.390 0.254 1.083
H -0.497 -0.121 2.156
H -1.718 -1.013 1.193
H -1.951 0.726 1.471
C 1.871 4.314 -2.435
N 2.053 5.433 -1.507
C 1.254 6.471 -1.332
C 1.602 7.463 -0.254
O 0.227 6.702 -2.014
H 0.877 3.869 -2.401
H 2.628 3.533 -2.514
H 1.865 4.731 -3.442
H 2.879 5.454 -0.925
H 0.720 8.039 0.027
H 2.412 8.133 -0.542
H 1.964 6.832 0.557
C -2.436 -6.539 2.594
N -2.328 -5.964 1.270
C -2.494 -4.648 1.080
C -2.644 -4.096 -0.376
O -2.533 -3.882 2.016
H -2.625 -7.610 2.518
H -3.245 -6.086 3.167
H -1.550 -6.292 3.179
H -2.654 -6.448 0.446
H -1.754 -4.322 -0.964
H -2.778 -3.016 -0.324
H -3.522 -4.497 -0.881
C -3.986 -0.310 -2.911
N -2.644 -0.939 -2.859
C -2.325 -1.969 -3.624
C -0.981 -2.673 -3.436
O -3.038 -2.473 -4.385
H -4.666 -1.008 -3.399
H -3.897 0.595 -3.513
H -4.341 -0.073 -1.908
H -2.041 -0.578 -2.133
H -0.420 -2.226 -2.615
H -0.368 -2.573 -4.332
H -1.189 -3.706 -3.156
C -1.732 1.735 4.352
N -1.580 3.215 4.455
C -2.511 4.045 4.967
C -2.225 5.553 4.940
O -3.571 3.679 5.494
H -2.450 1.442 3.587
H -2.051 1.268 5.284
H -0.844 1.147 4.121
H -0.717 3.596 4.094
H -2.682 5.894 5.869
H -2.637 5.941 4.009
H -1.153 5.695 5.079
C 5.777 -1.696 -0.340
N 5.644 -2.019 -1.732
C 6.345 -2.935 -2.310
C 6.065 -3.107 -3.832
O 7.198 -3.586 -1.738
H 5.581 -2.577 0.271
H 5.112 -0.857 -0.133
H 6.787 -1.468 0.000
H 4.898 -1.590 -2.261
H 4.993 -3.030 -4.012
H 6.375 -4.117 -4.103
H 6.603 -2.316 -4.355
C 2.608 -2.970 -0.089
N 2.240 -4.166 0.671
C 1.546 -5.208 0.214
C 1.409 -6.288 1.247
O 1.062 -5.309 -0.929
H 3.294 -2.346 0.484
H 1.691 -2.404 -0.253
H 3.113 -3.114 -1.045
H 2.535 -4.254 1.633
H 0.719 -7.079 0.951
H 1.119 -5.818 2.187
H 2.361 -6.768 1.476
C -4.352 2.396 -0.089
N -4.684 3.565 -0.921
C -5.355 3.482 -2.072
C -5.862 4.757 -2.601
O -5.578 2.410 -2.614
H -3.936 2.688 0.875
H -3.544 1.833 -0.557
H -5.223 1.746 -0.007
H -4.444 4.441 -0.480
H -6.896 4.975 -2.334
H -5.942 4.674 -3.685
H -5.162 5.531 -2.286
C 2.242 -3.952 5.645
N 2.182 -2.617 5.045
C 1.459 -2.184 4.064
C 0.341 -3.042 3.451
O 1.636 -1.072 3.613
H 1.988 -4.746 4.942
H 1.410 -3.991 6.347
H 3.205 -4.016 6.153
H 2.892 -2.022 5.447
H 0.165 -3.994 3.951
H 0.399 -3.181 2.371
H -0.600 -2.560 3.715
C 2.399 -4.017 -4.030
N 2.180 -2.697 -4.745
C 2.699 -1.545 -4.253
C 2.378 -0.285 -5.029
O 3.388 -1.501 -3.227
H 1.455 -4.547 -4.164
H 2.609 -3.823 -2.978
H 3.287 -4.576 -4.324
H 1.639 -2.571 -5.588
H 2.517 -0.501 -6.088
H 3.144 0.469 -4.849
H 1.419 0.144 -4.739
C -2.067 7.659 1.759
N -1.381 6.401 1.645
C -2.003 5.278 1.224
C -1.198 3.998 0.995
O -3.216 5.222 1.096
H -2.846 7.693 2.521
H -2.552 8.060 0.869
H -1.390 8.476 2.007
H -0.562 6.248 2.215
H -1.286 3.694 -0.048
H -1.679 3.252 1.627
H -0.128 4.145 1.146
```

---

(3)
2 unconnected molecules or ions with the total composition C7H11N3 at a distorted geometry, computed with wB97M-V/def2-TZVPD.

Calculated total energy: -437.52387 a.u.
SMILES string: N#C/C=C/C#N.CN(C)C
M: 137.2 u
Kohn-Sham gap: 8.064 eV
LUMO level: -0.70 eV
Energy relative to the best compared isomer or geometry (same formula, charge and spin): 24.4 kcal per mole
2S+1: 1

Geometry as XYZ:
```
21
C7H11N3 wB97M-V/def2-TZVPD
N -2.434 0.508 -1.853
C -1.286 0.259 -1.841
C 0.079 -0.101 -1.806
C 1.057 0.800 -2.064
C 2.424 0.443 -2.122
N 3.569 0.199 -2.211
H 0.302 -1.171 -1.720
H 0.809 1.851 -2.251
C -1.310 -1.218 1.000
N -0.310 -0.184 0.825
C -0.731 1.141 1.236
C 1.000 -0.555 1.324
H -0.911 -2.161 0.601
H -1.565 -1.375 2.064
H -2.222 -0.948 0.457
H 0.069 1.854 0.996
H -1.644 1.420 0.700
H -0.927 1.194 2.322
H 1.729 0.211 1.028
H 1.014 -0.648 2.426
H 1.287 -1.520 0.889
```

---

(4)
A molecular structure, C25H38BBeBr5ClCsF11N5O8S3 at a distorted geometry, computed with wB97M-V/def2-TZVPD.

Calculated total energy: -17533.76358 a.u.
M: 1429.5 u
Kohn-Sham gap: 0.959 eV
LUMO level: -7.01 eV
Energy relative to the best compared isomer or geometry (same formula, charge and spin): 66.4 kcal per mole
2S+1: 1

Geometry as XYZ:
```
99
C25H38BBeBr5ClCsF11N5O8S3 wB97M-V/def2-TZVPD
N -2.245 -4.039 -0.349
C -2.545 -3.566 -1.333
C -2.873 -2.737 -2.583
C -3.442 -1.299 -2.179
C -3.487 -0.532 -3.515
N -3.415 0.008 -4.510
C -2.419 -0.698 -1.165
C -2.451 0.857 -1.022
C -1.043 1.513 -0.845
Cl -0.591 1.280 0.914
C -4.904 -1.553 -1.630
C -5.316 -0.765 -0.348
C -5.876 0.692 -0.638
C -7.100 0.685 -1.627
N -6.684 1.098 -2.993
H -3.671 -3.283 -3.133
H -1.924 -2.671 -3.157
H -1.396 -1.014 -1.499
H -2.547 -1.157 -0.158
H -2.970 1.402 -1.843
H -3.014 1.091 -0.086
H -1.152 2.610 -0.975
H -0.306 1.054 -1.532
H -5.037 -2.640 -1.403
H -5.609 -1.353 -2.475
H -4.556 -0.770 0.464
H -6.196 -1.310 0.080
H -6.283 1.030 0.350
H -5.083 1.419 -0.905
H -7.628 -0.302 -1.616
H -7.836 1.430 -1.248
H -6.726 0.294 -3.617
H -5.719 1.422 -2.974
C 1.772 3.655 3.407
Br 3.671 3.401 3.645
Br 0.739 2.603 4.652
Br 1.267 5.519 3.471
H 1.526 3.302 2.412
Be -4.243 -0.661 -6.357
F -3.983 2.060 -5.605
N 0.905 8.665 0.478
C 2.057 8.169 1.012
C 3.110 8.579 0.215
C 2.566 9.355 -0.826
C 1.196 9.394 -0.637
H -0.021 8.514 0.853
H 2.031 7.566 1.906
H 4.150 8.344 0.374
H 3.106 9.835 -1.627
H 0.414 9.874 -1.202
C -4.010 7.871 -1.759
S -2.859 7.502 -0.432
O -2.481 8.791 0.213
C -1.480 7.010 -1.488
H -4.937 8.233 -1.314
H -3.588 8.639 -2.409
H -4.210 6.962 -2.325
H -1.212 7.832 -2.154
H -1.763 6.131 -2.067
H -0.628 6.765 -0.853
Br 3.412 -4.368 2.860
C 1.558 -4.720 2.391
C 1.226 -4.171 1.028
Br 0.987 -2.241 1.079
H 0.942 -4.304 3.184
H 1.465 -5.806 2.399
H 0.271 -4.566 0.678
H 1.994 -4.376 0.285
C 7.101 -4.542 3.932
F 7.081 -3.214 3.754
F 6.009 -4.854 4.655
F 6.914 -5.099 2.714
S 8.647 -5.126 4.720
O 8.673 -4.467 5.997
O 9.687 -4.735 3.804
N 8.264 -6.664 4.730
S 9.363 -7.626 5.352
O 9.554 -7.536 6.774
O 10.564 -7.801 4.579
C 8.431 -9.186 5.111
F 8.144 -9.409 3.811
F 7.252 -9.176 5.760
F 9.109 -10.255 5.549
C 3.676 -6.938 -3.063
C 2.922 -6.377 -1.895
O 2.192 -5.291 -2.477
C 2.059 -5.548 -3.795
O 1.375 -4.941 -4.539
O 2.838 -6.629 -4.167
H 3.827 -8.012 -2.981
H 4.646 -6.453 -3.210
H 2.213 -7.093 -1.473
H 3.582 -6.025 -1.104
B -6.282 6.611 1.248
F -5.475 6.819 2.391
F -6.732 7.859 0.745
F -5.510 5.961 0.242
F -7.390 5.802 1.584
Cs 4.109 -8.190 -4.961
```

---

(5)
A molecular structure, C17H23F5NO2P2SSn at a distorted geometry, computed with wB97M-V/def2-TZVPD.

Calculated total energy: -2661.09218 a.u.
Charge: +1
M: 581.1 u
Kohn-Sham gap: 7.322 eV
LUMO level: -2.89 eV
Energy relative to the best compared isomer or geometry (same formula, charge and spin): 40.2 kcal per mole
2S+1: 1

Geometry as XYZ:
```
52
C17H23F5NO2P2SSn wB97M-V/def2-TZVPD
Sn 0.511 -0.558 -0.052
P -1.969 -0.161 -0.997
C -1.390 1.061 -2.170
C -0.620 2.132 -1.532
N 0.359 1.759 -0.657
C 1.097 2.695 -0.033
C 0.838 4.057 -0.189
C -0.155 4.458 -1.078
C -0.866 3.494 -1.775
C 2.229 2.240 0.874
P 2.764 0.516 0.586
H -1.651 3.745 -2.492
H 1.453 4.763 0.362
H -0.363 5.518 -1.230
H 3.123 2.870 0.708
H 1.933 2.349 1.932
H -0.443 0.413 -3.230
H -2.228 1.431 -2.765
H 1.095 -0.715 -3.390
O 0.286 0.051 -3.904
H -0.137 -0.283 -4.677
H 1.619 -1.282 -1.765
O 1.879 -1.362 -2.788
H 2.009 -2.318 -2.945
C 3.988 0.657 -0.736
H 4.815 1.287 -0.376
H 4.378 -0.336 -1.000
H 3.553 1.124 -1.631
C 3.578 -0.123 2.063
H 3.851 -1.172 1.889
H 4.487 0.462 2.258
H 2.907 -0.072 2.927
C -3.036 0.766 0.149
H -4.045 0.812 -0.288
H -3.084 0.268 1.130
H -2.660 1.791 0.290
C -3.097 -1.291 -1.849
H -3.256 -2.177 -1.214
H -4.064 -0.789 -2.013
H -2.669 -1.607 -2.812
F -2.457 -5.594 3.242
C -1.951 -4.353 3.078
C -0.646 -4.194 2.588
F 0.075 -5.280 2.247
C -0.128 -2.910 2.422
F 1.150 -2.768 1.951
C -0.889 -1.764 2.686
S -0.313 -0.149 2.344
C -2.190 -1.963 3.195
F -2.969 -0.877 3.431
C -2.717 -3.235 3.390
F -3.983 -3.384 3.849
```